Record 1
Here is a 3-piece molecular cluster, C9H17N2O2P overall at a distorted geometry from the OMol25 dataset. Energies are from the ωB97M-V functional and the def2-TZVPD basis.

Structure (XYZ):
```
31
Properties=species:S:1:pos:R:3
C 1.712 1.016 -1.333
C 0.954 1.241 -0.243
C 0.902 1.934 1.069
C -0.304 1.366 0.427
C -1.257 2.481 -0.241
C -1.017 0.155 1.017
C -2.202 -0.283 0.738
C -2.797 -1.614 1.308
N -2.494 -2.811 0.465
H 1.203 0.540 -2.265
H 2.654 1.393 -1.381
H 1.014 3.049 1.011
H 1.278 1.475 2.002
H -0.723 3.135 -0.907
H -1.794 3.082 0.565
H -2.161 2.002 -0.665
H -0.328 -0.291 1.830
H -2.805 0.104 -0.087
H -2.383 -1.819 2.264
H -3.846 -1.425 1.419
H -3.266 -3.057 -0.139
H -1.655 -2.447 -0.125
O 4.521 2.313 0.708
C 5.005 1.277 0.804
O 5.528 0.266 0.775
N 0.945 -2.150 -0.670
P -0.091 -2.158 -2.051
H 1.922 -2.365 -0.791
H 0.740 -1.362 -0.106
H 0.688 -1.462 -3.003
H 0.057 -3.585 -2.396
```

* LUMO: 0.425 eV
* energy relative to the best compared isomer or geometry (same formula, charge and spin): 262.2 kJ/mol
* SMILES string: C=C1C[C@]1(C)/C=C/CN.O=C=O.NP
* frontier orbital gap: 0.3419 Ha
* HOMO level: -8.88 eV

***

Record 2
Here is a 9-piece molecular cluster, C28H42F18N4O20S6 overall at a distorted geometry from the OMol25 dataset. Energies are from the ωB97M-V functional and the def2-TZVPD basis.

Structure (XYZ):
```
118
Properties=species:S:1:pos:R:3
C 0.404 0.108 0.657
N -0.668 -0.475 1.554
C 0.011 -1.191 2.693
C -1.351 0.753 2.087
C -1.663 -1.360 0.888
C -1.092 -2.612 0.231
O 0.053 -2.426 -0.593
H -0.068 0.246 -0.308
H 1.288 -0.509 0.528
H 0.712 1.061 1.081
H 0.767 -1.809 2.205
H -0.767 -1.729 3.224
H 0.592 -0.466 3.258
H -1.645 1.456 1.313
H -0.655 1.278 2.739
H -2.171 0.425 2.728
H -2.219 -0.715 0.207
H -2.316 -1.703 1.692
H -1.904 -3.039 -0.363
H -0.779 -3.273 1.039
H -0.267 -1.909 -1.380
C 2.619 3.354 -0.454
N 3.669 4.402 -0.211
C 5.053 3.838 0.053
C 3.833 5.161 -1.493
C 3.336 5.360 0.921
C 3.048 4.731 2.287
O 3.042 5.680 3.344
H 1.700 3.848 -0.772
H 2.434 2.938 0.535
H 2.939 2.570 -1.131
H 5.726 4.668 0.261
H 5.443 3.227 -0.755
H 4.975 3.259 0.971
H 2.958 5.788 -1.661
H 4.014 4.409 -2.254
H 4.645 5.885 -1.417
H 2.479 5.975 0.642
H 4.263 5.932 0.974
H 3.869 4.107 2.664
H 2.070 4.261 2.403
H 3.952 5.794 3.631
C 3.950 -2.944 -5.447
N 2.673 -3.418 -4.873
C 1.571 -3.374 -5.629
C 0.334 -3.651 -5.086
C 0.259 -4.135 -3.776
C 1.437 -4.293 -3.069
C 2.641 -3.931 -3.631
C -1.038 -4.563 -3.185
C -1.200 -5.940 -2.923
C -2.449 -6.365 -2.577
N -3.407 -5.487 -2.264
C -3.286 -4.167 -2.462
C -2.069 -3.668 -2.897
C -4.752 -6.001 -1.799
H 4.699 -2.754 -4.686
H 3.712 -2.002 -5.938
H 4.254 -3.699 -6.169
H 1.651 -2.939 -6.614
H -0.578 -3.504 -5.646
H 1.462 -4.714 -2.073
H 3.567 -4.200 -3.147
H -0.406 -6.600 -3.243
H -2.655 -7.407 -2.378
H -4.123 -3.544 -2.181
H -1.832 -2.611 -2.795
H -4.662 -7.042 -1.504
H -5.339 -5.894 -2.707
H -5.062 -5.424 -0.934
C -2.447 4.885 1.475
F -2.924 3.916 0.682
F -3.019 6.047 1.164
F -2.750 4.608 2.734
S -0.569 4.867 1.274
O 0.034 5.761 2.255
O -0.167 3.470 1.398
O -0.373 5.328 -0.102
C 4.271 -1.762 -0.132
F 3.247 -2.227 0.586
F 5.260 -2.649 -0.108
F 3.864 -1.674 -1.423
S 4.787 -0.082 0.548
O 3.525 0.645 0.680
O 5.529 -0.391 1.763
O 5.711 0.483 -0.423
C 0.979 1.195 -3.065
F 2.018 0.852 -2.343
F 0.025 1.696 -2.317
F 1.318 2.098 -3.980
S 0.303 -0.316 -3.987
O -0.117 -1.282 -2.940
O -0.794 0.153 -4.830
O 1.395 -0.871 -4.782
C -3.730 -2.038 4.671
F -2.456 -1.722 5.023
F -4.109 -1.490 3.525
F -3.753 -3.376 4.639
S -4.910 -1.370 6.062
O -6.209 -1.784 5.504
O -4.525 -2.147 7.231
O -4.725 0.065 6.127
C -5.673 0.426 0.111
F -6.958 0.501 0.454
F -5.232 1.628 -0.275
F -4.969 0.056 1.195
S -5.412 -0.704 -1.391
O -6.082 -1.907 -0.926
O -6.109 -0.036 -2.479
O -3.962 -0.765 -1.541
C -1.108 3.035 5.406
F -1.953 3.867 6.031
F -1.207 1.852 6.027
F -1.559 2.894 4.144
S 0.689 3.689 5.480
O 0.680 5.081 5.040
O 1.001 3.586 6.902
O 1.481 2.879 4.530
```

* LUMO: 0.099 eV
* energy relative to the best compared isomer or geometry (same formula, charge and spin): 0.0 kJ/mol
* frontier orbital gap: 0.1199 Ha
* HOMO level: -3.16 eV
* net charge: -2

***

Record 3
Here is an isolated molecule of C18H25N3O4 at a distorted geometry from the OMol25 dataset. Energies are from the ωB97M-V functional and the def2-TZVPD basis.

Structure (XYZ):
```
50
Properties=species:S:1:pos:R:3
C -3.536 -3.109 -0.553
C -2.129 -3.109 0.040
C -2.183 -2.960 1.561
C -1.270 -2.027 -0.632
N -1.699 -0.696 -0.244
C -1.529 0.390 -1.027
O -0.971 0.344 -2.115
C -2.089 1.632 -0.470
C -2.919 1.875 0.598
C -3.114 3.271 0.635
C -2.392 3.772 -0.409
O -1.780 2.795 -1.076
C 0.237 -2.184 -0.326
O 0.678 -2.902 0.546
N 0.992 -1.436 -1.151
C 2.381 -1.160 -0.883
C 2.564 0.345 -0.559
C 1.639 0.736 0.555
C 0.906 1.873 0.735
C 0.192 1.698 1.945
C 0.542 0.468 2.407
O 1.417 -0.116 1.576
N 3.926 0.757 -0.251
C 4.794 0.819 -1.406
C 4.546 0.039 0.844
H -4.144 -3.875 -0.078
H -4.015 -2.144 -0.400
H -3.506 -3.310 -1.622
H -1.644 -4.064 -0.184
H -2.634 -3.848 1.997
H -1.178 -2.857 1.960
H -2.786 -2.104 1.861
H -1.391 -2.092 -1.720
H -2.012 -0.582 0.706
H -3.350 1.159 1.269
H -3.707 3.822 1.335
H -2.247 4.776 -0.758
H 0.517 -0.823 -1.809
H 2.988 -1.426 -1.754
H 2.672 -1.775 -0.030
H 2.255 0.925 -1.438
H 0.882 2.723 0.086
H -0.485 2.392 2.402
H 0.254 -0.084 3.280
H 5.063 -0.170 -1.806
H 4.311 1.397 -2.192
H 5.712 1.329 -1.117
H 5.408 0.614 1.185
H 3.843 -0.051 1.667
H 4.891 -0.965 0.560
```

* LUMO: 0.703 eV
* energy relative to the best compared isomer or geometry (same formula, charge and spin): 252.4 kJ/mol
* SMILES string: CC(C)[C@@H](NC(=O)c1ccco1)C(=O)NC[C@@H](c1ccco1)N(C)C
* frontier orbital gap: 0.3278 Ha
* HOMO level: -8.22 eV

***

Record 4
Here is a 12-piece molecular cluster, C64H152BF4N9O8 overall at a distorted geometry from the OMol25 dataset. Energies are from the ωB97M-V functional and the def2-TZVPD basis.

Structure (XYZ):
```
238
Properties=species:S:1:pos:R:3
C -0.316 -27.447 -22.309
C -0.873 -28.677 -23.086
C 0.087 -29.083 -24.230
N -0.051 -30.358 -25.016
C -1.438 -30.352 -25.606
C 0.919 -30.532 -26.248
C 1.354 -32.019 -26.206
C 1.240 -32.429 -24.791
C 0.180 -31.587 -24.124
H 0.743 -27.616 -22.116
H -0.732 -27.254 -21.320
H -0.515 -26.457 -22.717
H -1.852 -28.484 -23.523
H -0.993 -29.523 -22.409
H 1.119 -29.068 -23.880
H 0.092 -28.339 -25.027
H -1.511 -29.435 -26.192
H -2.128 -30.436 -24.767
H -1.656 -31.307 -26.084
H 0.486 -30.318 -27.225
H 1.736 -29.820 -26.127
H 0.621 -32.591 -26.774
H 2.313 -32.259 -26.667
H 0.910 -33.467 -24.759
H 2.155 -32.304 -24.212
H -0.727 -32.189 -24.183
H 0.489 -31.385 -23.098
C 1.888 -40.878 -28.585
C 2.004 -39.893 -27.390
C 2.589 -38.451 -27.735
N 3.216 -37.721 -26.553
C 4.443 -38.552 -26.000
C 2.122 -37.368 -25.461
C 2.524 -35.951 -24.967
C 3.031 -35.257 -26.220
C 3.724 -36.342 -27.012
H 2.676 -40.884 -29.337
H 0.954 -40.617 -29.082
H 1.728 -41.843 -28.104
H 2.610 -40.403 -26.641
H 1.060 -39.745 -26.866
H 1.766 -37.783 -27.990
H 3.333 -38.454 -28.532
H 4.149 -39.492 -25.533
H 5.051 -37.954 -25.321
H 5.082 -38.850 -26.831
H 2.325 -38.087 -24.667
H 1.087 -37.372 -25.802
H 3.332 -36.010 -24.237
H 1.661 -35.497 -24.480
H 3.798 -34.497 -26.076
H 2.282 -34.899 -26.926
H 4.809 -36.356 -26.910
H 3.427 -36.272 -28.058
C 3.910 -31.003 -21.843
C 4.698 -30.857 -23.175
C 5.998 -31.759 -23.199
N 6.990 -31.391 -24.351
C 6.199 -31.346 -25.652
C 8.258 -32.290 -24.386
C 9.332 -31.425 -24.987
C 9.023 -29.906 -24.815
C 7.685 -30.055 -23.993
H 4.293 -30.370 -21.042
H 3.877 -32.018 -21.446
H 2.894 -30.615 -21.913
H 4.832 -29.791 -23.362
H 4.075 -31.070 -24.044
H 5.747 -32.819 -23.233
H 6.547 -31.669 -22.262
H 5.505 -30.507 -25.700
H 5.799 -32.341 -25.847
H 6.766 -30.994 -26.514
H 8.097 -33.180 -24.994
H 8.462 -32.600 -23.361
H 9.649 -31.519 -26.025
H 10.275 -31.575 -24.461
H 8.899 -29.306 -25.716
H 9.720 -29.462 -24.104
H 6.961 -29.267 -24.202
H 8.026 -30.035 -22.958
C -0.010 -21.317 -22.125
C 0.359 -22.517 -23.058
C 1.874 -22.437 -23.430
N 2.346 -23.306 -24.602
C 3.898 -22.987 -24.696
C 2.193 -24.869 -24.402
C 1.486 -25.361 -25.609
C 0.804 -24.201 -26.214
C 1.668 -22.969 -25.990
H -1.076 -21.217 -21.924
H 0.233 -20.368 -22.602
H 0.429 -21.377 -21.130
H -0.263 -22.580 -23.951
H 0.206 -23.357 -22.379
H 2.452 -22.676 -22.538
H 2.038 -21.437 -23.830
H 4.313 -23.553 -25.529
H 4.433 -23.350 -23.819
H 4.180 -21.969 -24.968
H 3.146 -25.370 -24.235
H 1.513 -24.871 -23.549
H 2.144 -25.723 -26.399
H 0.902 -26.254 -25.385
H 0.638 -24.399 -27.273
H -0.187 -24.118 -25.767
H 2.431 -22.888 -26.764
H 1.201 -21.986 -25.936
C 1.660 -26.278 -32.872
C 2.201 -26.622 -31.441
C 3.512 -27.378 -31.360
N 3.914 -27.575 -29.835
C 4.139 -26.263 -29.037
C 5.256 -28.318 -29.724
C 5.014 -29.822 -29.526
C 3.835 -29.706 -28.553
C 2.979 -28.600 -29.129
H 2.404 -25.639 -33.347
H 0.787 -25.648 -32.702
H 1.492 -27.170 -33.476
H 1.351 -27.090 -30.944
H 2.258 -25.685 -30.887
H 4.297 -26.830 -31.880
H 3.451 -28.375 -31.797
H 4.728 -25.490 -29.531
H 4.487 -26.448 -28.021
H 3.131 -25.872 -28.900
H 5.654 -27.905 -28.797
H 5.939 -27.965 -30.497
H 5.927 -30.339 -29.233
H 4.670 -30.193 -30.492
H 4.212 -29.509 -27.550
H 3.266 -30.636 -28.536
H 2.513 -28.032 -28.325
H 2.293 -28.992 -29.881
C 1.600 -26.416 -18.662
N 1.002 -25.880 -17.338
C 0.848 -26.958 -16.351
C 1.912 -24.778 -16.740
C -0.384 -25.267 -17.526
C -1.288 -25.795 -18.657
O -1.627 -27.074 -18.607
H 1.011 -27.238 -19.070
H 2.635 -26.636 -18.400
H 1.633 -25.627 -19.413
H 1.768 -27.500 -16.131
H 0.094 -27.648 -16.729
H 0.487 -26.396 -15.489
H 2.953 -25.095 -16.679
H 1.477 -24.422 -15.806
H 1.906 -23.859 -17.326
H -0.168 -24.199 -17.505
H -0.917 -25.438 -16.591
H -1.003 -25.351 -19.610
H -2.239 -25.270 -18.569
H -2.331 -27.326 -19.209
C 1.359 -33.581 -32.337
N 0.813 -34.366 -31.147
C -0.618 -34.885 -31.427
C 1.713 -35.584 -30.882
C 0.723 -33.469 -29.913
C -0.077 -32.117 -29.984
O 0.598 -31.085 -30.684
H 2.232 -32.963 -32.122
H 0.491 -32.981 -32.611
H 1.510 -34.176 -33.238
H -1.073 -35.356 -30.555
H -0.685 -35.449 -32.357
H -1.308 -34.056 -31.583
H 2.669 -35.224 -30.501
H 1.806 -36.174 -31.793
H 1.418 -36.134 -29.988
H 1.719 -33.119 -29.639
H 0.438 -34.193 -29.150
H -0.427 -31.636 -29.070
H -1.033 -32.436 -30.397
H 0.297 -30.269 -30.278
C -4.801 -24.305 -25.582
N -4.028 -24.831 -24.386
C -2.708 -24.036 -24.192
C -4.853 -24.668 -23.113
C -3.757 -26.379 -24.495
C -2.971 -26.818 -25.747
O -1.615 -26.517 -25.666
H -5.159 -23.308 -25.324
H -5.700 -24.842 -25.883
H -4.217 -24.352 -26.502
H -2.284 -24.111 -25.194
H -1.974 -24.375 -23.461
H -2.969 -22.999 -23.984
H -5.777 -25.190 -23.361
H -5.207 -23.638 -23.059
H -4.393 -25.003 -22.183
H -4.735 -26.821 -24.684
H -3.358 -26.791 -23.568
H -3.357 -26.442 -26.695
H -3.157 -27.887 -25.852
H -1.052 -26.857 -26.366
C -6.604 -33.142 -24.256
N -5.211 -33.745 -24.397
C -5.202 -35.181 -23.871
C -4.862 -33.810 -25.947
C -4.298 -32.815 -23.614
C -3.256 -33.465 -22.694
O -2.296 -34.098 -23.416
H -7.302 -33.634 -24.932
H -6.621 -32.081 -24.508
H -6.908 -33.353 -23.231
H -5.632 -35.244 -22.871
H -4.220 -35.648 -23.951
H -5.789 -35.833 -24.519
H -4.974 -32.840 -26.430
H -5.584 -34.387 -26.525
H -3.893 -34.308 -25.995
H -4.863 -32.006 -23.151
H -3.816 -32.254 -24.415
H -3.698 -34.237 -22.064
H -2.813 -32.715 -22.038
H -1.609 -34.211 -22.756
B 4.903 -33.306 -29.393
F 6.242 -32.869 -29.446
F 4.854 -34.677 -29.603
F 4.453 -32.970 -28.098
F 4.080 -32.580 -30.213
C -5.308 -28.639 -21.290
C -4.234 -27.860 -20.515
O -3.420 -27.112 -21.035
O -4.320 -27.916 -19.277
H -5.372 -28.446 -22.361
H -6.334 -28.384 -21.023
H -5.372 -29.717 -21.141
C -1.128 -26.480 -29.501
C -0.605 -27.713 -28.881
O -0.456 -28.754 -29.564
O -0.147 -27.677 -27.745
H -1.890 -26.050 -28.852
H -1.636 -26.801 -30.410
H -0.405 -25.759 -29.883
```

* LUMO (alpha / beta): -12.386 / -15.939 eV
* multiplicity: 2
* frontier orbital gap (alpha / beta): 0.2953 / 0.1647 Ha
* HOMO level (alpha / beta): -20.42 / -20.42 eV
* <S²>: 0.7548
* net charge: +7

***

Record 5
Here is a 2-piece molecular cluster, C5H14N3 overall at a distorted geometry from the OMol25 dataset. Energies are from the ωB97M-V functional and the def2-TZVPD basis.

Structure (XYZ):
```
22
Properties=species:S:1:pos:R:3
C -2.997 1.379 0.807
N -2.551 0.278 -0.029
C -1.207 -0.180 0.278
N -1.069 -1.586 -0.097
H -4.002 1.671 0.528
H -2.989 1.140 1.867
H -2.346 2.241 0.636
H -3.135 -0.538 0.027
H -0.982 -0.047 1.352
H -0.513 0.444 -0.292
H -0.514 -1.698 -0.928
H -0.620 -2.134 0.618
C 2.123 -0.368 0.224
C 1.685 0.661 0.984
C 3.025 -0.097 -0.988
N 1.726 -0.258 -1.386
H 2.018 -1.393 0.536
H 1.657 0.602 2.068
H 1.623 1.667 0.589
H 3.515 0.851 -1.082
H 3.710 -0.908 -1.213
H 1.255 0.656 -1.377
```

* LUMO: -7.113 eV
* energy relative to the best compared isomer or geometry (same formula, charge and spin): 574.6 kJ/mol
* frontier orbital gap: 0.1744 Ha
* HOMO level: -11.86 eV
* net charge: +1

***

Number 1: molecular weight 216.22 g mol⁻¹. Number 2: molecular weight 1289.02 g mol⁻¹. Number 3: molecular weight 347.41 g mol⁻¹. Number 4: molecular weight 1262.78 g mol⁻¹. Number 5: molecular weight 116.19 g mol⁻¹.